--- 1 ---
DFT (ωB97M-V/def2-TZVPD) results for a 2-piece molecular cluster, C4H13N4O overall.

The geometry in XYZ format:
```
22
Properties=species:S:1:pos:R:3
H -0.2710 -2.4416 -0.2236
H 0.2529 0.5291 -3.3018
H -1.5656 -0.5017 -0.3302
H 1.1320 1.9378 -2.7012
H -1.3477 1.4430 1.9725
C -0.6055 -1.0929 1.2467
N -1.3601 -0.2247 0.6205
H -0.5727 1.7105 0.3748
N -0.0788 -0.9268 2.4567
H 0.6503 -1.6145 2.5881
N 2.1228 0.5609 -0.7366
H 2.7416 -0.0258 -0.1982
O 0.4783 -0.9027 -1.0954
H 2.5343 1.4505 -0.9713
C 1.0500 0.1251 -1.4534
H -0.4812 1.4837 -2.0292
N -0.3997 -2.3961 0.7802
C 0.4732 1.1287 -2.4118
C -1.3661 1.1964 0.9176
H 0.0411 -0.0234 2.8863
H -2.2928 1.6064 0.5203
H -1.1354 -3.0221 1.0888
```

Net charge   +1
HOMO energy   -14.04 eV
Spin multiplicity   1
LUMO level   -2.7 eV


--- 2 ---
DFT (ωB97M-V/def2-TZVPD) results for a 2-piece molecular cluster, C4H13N4O overall.

The geometry in XYZ format:
```
22
Properties=species:S:1:pos:R:3
H -0.0151 -0.4638 1.7893
H -1.0124 2.8564 0.7915
C -0.8072 -2.3629 -0.9887
H 1.1587 -2.8938 -0.9332
H 2.0007 1.4406 -0.2534
H 0.9058 3.9754 -0.3856
H -2.8001 -2.1095 -1.6420
H 2.6325 3.6102 -0.1811
H -1.4559 1.4722 1.6649
N 0.6822 0.2077 1.5205
N 0.2412 -3.1584 -1.2553
C 1.6428 3.4233 0.2150
C 0.4152 1.3806 0.9508
H 0.1981 -4.0755 -1.6281
H 1.5448 3.9393 1.1761
H -2.1554 -3.7286 -2.0062
H -2.6341 -3.2500 -0.3501
N 1.4059 2.0052 0.3143
H 1.6239 -0.0623 1.6987
C -2.1724 -2.9227 -1.2760
O -0.6705 -1.2754 -0.4372
N -0.7286 1.9920 1.2157
```

Net charge   +1
HOMO energy   -13.01 eV
Spin multiplicity   1
LUMO level   -2.6 eV


--- 3 ---
DFT (ωB97M-V/def2-TZVPD) results for a 2-piece molecular cluster, C4H13N4O overall.

The geometry in XYZ format:
```
22
Properties=species:S:1:pos:R:3
H -3.5137 -0.4685 1.0961
C -0.5350 0.9694 -1.8927
H 0.2286 0.3528 -2.4695
H -1.2422 1.4476 -2.7186
H 2.8506 -2.1350 1.4691
O 1.0930 -0.7536 -0.5355
H 3.2220 0.4970 -0.8037
C -2.0677 0.4579 0.0341
C 1.9506 -1.4724 1.5864
H 2.2625 -0.9208 2.4843
H 0.9997 -1.9459 1.6887
H -3.5169 -0.8530 -0.5743
N -1.6712 1.3395 0.9744
H 3.8646 -0.0053 0.5075
H -1.4654 -0.7588 -1.6109
N -1.4444 0.1313 -1.1681
C 1.9764 -0.6504 0.3078
H -0.7443 1.6698 0.9345
H 0.0822 1.7228 -1.3963
N 3.0130 0.1617 0.1095
N -3.1185 -0.3381 0.1658
H -2.2238 1.5519 1.8116
```

Net charge   +1
HOMO energy   -12.98 eV
Spin multiplicity   1
LUMO level   -2.8 eV


Most stable: 2 (next structure +37.0 kJ/mol)


--- 1 ---
DFT (ωB97M-V/def2-TZVPD) results for a 15-piece molecular cluster, H30O15 overall.

The geometry in XYZ format:
```
45
Properties=species:S:1:pos:R:3
O -3.0828 0.2370 3.2282
H -2.0211 0.1950 0.7685
H -0.6478 -1.4544 -1.8134
H 3.9662 -0.3483 2.1597
H 0.8980 0.6317 3.0089
H 2.9877 3.1748 2.0809
O 2.7198 1.5290 -2.0758
H 4.1144 -2.7165 -1.6889
H 0.7389 1.8587 -3.3419
O 3.4018 -2.1567 -1.9714
O -0.7052 -0.5044 -1.7731
O 3.6999 -0.6454 1.2979
O -3.1554 0.7078 -1.3145
H -3.9781 0.4602 -1.7719
O -1.2661 -0.1434 1.2480
H 1.2350 -1.2100 -0.9335
H 3.3290 1.1969 -1.4195
H -0.8293 -0.7414 0.6258
H -1.6311 -0.2393 -1.7464
H -2.3712 0.1182 2.5938
O -4.3214 1.6569 1.6842
O 0.4542 -3.1989 -2.9907
O 0.9039 -2.0697 -0.5647
O 2.8456 3.8013 1.3255
H -0.7873 0.8568 3.0973
H -4.6031 0.7752 1.8836
H 0.3024 2.2463 -2.0422
H 2.7587 -0.7749 1.2632
H 1.9421 4.0047 1.6242
H 1.2681 -3.6358 -2.6628
O -1.7792 2.9511 0.2590
O 0.0471 2.4590 -2.9453
H -2.8012 -0.0192 4.1167
H -0.5182 -3.5190 0.8658
H 0.8555 -4.1861 0.7141
H -3.6344 1.2070 -0.6290
H -2.6833 3.2344 0.1582
O 0.0550 0.6420 3.4838
H 3.5878 -1.2251 -1.9984
H -0.2182 -3.6835 -2.5080
H 1.4524 -2.6169 -1.1187
H 3.0445 1.3216 -2.9452
H -1.7331 2.0794 -0.1211
H -3.7411 2.0712 2.3275
O -0.0989 -4.3274 0.5619
```

HOMO energy   -10.44 eV
Spin multiplicity   1
LUMO level   -0.2 eV


--- 2 ---
DFT (ωB97M-V/def2-TZVPD) results for a 15-piece molecular cluster, H30O15 overall.

The geometry in XYZ format:
```
45
Properties=species:S:1:pos:R:3
O -0.9047 -0.4822 -2.8033
O 1.5226 2.1631 0.7383
O 3.6428 1.0994 -0.5836
H 1.1177 -2.9556 0.9684
H 1.2082 1.8202 -2.1833
O -0.7668 2.7681 -0.3974
O 1.7536 -0.9549 2.0436
H 3.9249 -1.8106 -0.1266
O -2.5798 1.1965 -1.4163
O 0.3818 -3.2629 0.5052
O -0.1504 -0.0215 0.1464
H -0.5945 0.4894 0.8002
H 1.4527 1.6724 1.5687
O -1.1365 1.2407 2.1752
O -2.3110 -2.0641 -0.7590
H -0.9936 3.5492 -0.8678
H -2.0744 1.0677 2.2901
O 3.1371 -1.4797 -0.4740
H -3.3408 1.7870 -1.4021
H 4.2003 1.0632 0.1972
H -3.6889 3.2304 0.5846
H -2.8832 0.5082 -0.8417
H 2.7721 1.3769 -0.2752
H 0.6556 2.3169 0.3317
H 0.6914 -0.3376 0.5367
H -2.2369 -1.9410 2.1190
H 3.2873 -0.5526 -0.4297
O 1.0873 -2.0713 -2.0698
H -2.0388 -1.8377 -1.6436
H 1.8082 -1.8857 -1.4604
O 1.2164 0.8428 -1.9094
H 0.5927 0.7398 -1.1536
H -2.2214 2.9640 1.0137
H -0.7482 0.5564 2.7258
O -1.3290 -2.0338 2.2834
H 0.5276 -4.1924 0.4538
H -1.3994 2.2073 -0.8141
H 1.5882 -1.5357 2.8128
H -1.5870 -1.6603 -0.2725
O -3.0772 3.1035 1.3419
H 0.6095 -2.7855 -1.5994
H -0.7894 -2.3122 1.5474
H -1.3997 -1.1073 -3.4031
H 2.6368 -0.5996 2.1630
H -1.5630 0.1216 -2.4613
```

HOMO energy   -9.01 eV
Spin multiplicity   1
LUMO level   -0.3 eV


--- 3 ---
DFT (ωB97M-V/def2-TZVPD) results for a 15-piece molecular cluster, H30O15 overall.

The geometry in XYZ format:
```
45
Properties=species:S:1:pos:R:3
O -1.7663 0.6255 -3.0530
O 0.3313 2.3712 2.5629
H -1.5450 2.1490 0.5443
H -2.8418 2.9031 0.6757
H 1.9255 1.4489 -2.6452
O -5.0042 0.8211 -2.7478
O -1.9358 2.7881 1.1463
H 0.6754 -1.1980 0.1157
O -4.2735 -0.0776 0.7052
H -1.3474 0.6146 -3.8577
H -0.0601 -1.6396 2.4109
H 3.3100 1.0417 -3.0468
H -0.2850 0.2695 -0.3487
H 1.7229 0.2878 1.2673
O -1.0465 -3.0169 1.0320
H 1.8952 -0.8905 -0.6501
H 0.6716 1.2688 -0.7604
H -4.9136 0.6958 0.4442
O 0.1496 0.4979 -1.1223
O 1.9266 0.2566 4.0913
O -0.0621 -0.8548 1.9645
H 0.8351 -2.7181 -4.9097
H 2.2674 1.4342 0.5902
H -4.3864 0.4060 -2.1911
H 3.7083 -0.2923 0.9144
H -0.0752 -1.4455 -4.6243
H 2.4280 0.8196 3.4104
H -1.1599 -3.0888 2.0242
O 2.4912 0.6313 -2.7727
H 2.0812 -2.2591 1.6283
H 1.9604 -3.1004 0.5043
O 1.4458 1.1725 0.9646
H -2.3162 1.3732 -2.8792
O 2.5599 -2.5413 0.8507
H 1.6067 -0.4384 3.5438
H -1.0873 -2.0760 0.8337
H -3.7937 -0.3189 -0.0798
H 3.6081 0.9273 1.8330
O 3.6382 -0.0366 1.8492
H -5.8390 0.8433 -2.2441
H 0.3129 3.2757 2.2606
H -0.9723 -0.5515 1.7244
O 0.9248 -1.1558 -0.7798
O 0.8111 -1.7471 -4.6896
H 0.0922 2.3844 3.4999
```

HOMO energy   -7.21 eV
Spin multiplicity   1
LUMO level   -0.3 eV


--- 4 ---
DFT (ωB97M-V/def2-TZVPD) results for a 15-piece molecular cluster, H30O15 overall.

The geometry in XYZ format:
```
45
Properties=species:S:1:pos:R:3
H -0.2606 4.4407 -1.6020
H -1.3495 1.5675 -0.2807
H 0.7972 0.2157 -2.4867
H -0.2713 -3.0945 1.4011
O 0.6197 1.0567 -2.8508
H -3.2235 -1.1276 1.7291
H -2.2918 0.3074 -2.0007
H 1.1691 -1.5520 -1.6591
O 2.1358 1.4062 1.7770
H -0.2207 -0.7353 -0.5925
O 0.5369 -0.4756 -0.0979
H 2.0894 1.6071 -0.1998
O -0.3261 -3.1838 -0.3132
O -2.4451 -0.7943 1.2604
H 0.3708 0.4360 0.1387
O 2.2547 1.9802 -1.0480
H -2.5762 1.8264 -2.3128
H 1.1340 0.4093 2.9262
H 1.5121 1.7229 -1.5955
H -2.8301 -0.0156 0.8882
H 0.2047 -1.9653 2.3321
H -2.0650 -1.9518 -2.6439
O 0.5971 -0.1719 3.4520
H 1.6103 -2.2010 -3.0316
H -0.6793 0.8776 2.8418
H -2.1792 1.1377 2.8084
O 2.5473 -2.0628 1.0773
H 1.7104 -1.8283 0.6311
O -1.3448 1.5522 2.7555
O -0.1262 -2.8518 2.3216
O 1.6818 -1.4267 -2.4236
O -1.9464 1.2352 -1.9634
H -0.2676 3.0390 -1.1250
O -0.6001 2.0539 0.1919
H -0.3490 1.0388 -2.6829
O -0.1099 3.5490 -1.9656
H 2.2696 2.3294 2.0546
H -0.8531 -2.8442 -1.0110
H 1.1292 -0.3332 4.2227
H 2.9890 0.9797 1.9486
O -1.3412 -1.4885 -2.2790
H -0.1416 -4.0920 -0.6657
H -0.7766 2.1413 1.1346
H 2.4045 -1.8126 1.9510
H -1.1885 -0.9015 -3.0122
```

HOMO energy   -9.11 eV
Spin multiplicity   1
LUMO level   -0.7 eV


Most stable: 4 (next structure +11.5 kJ/mol)